14
Properties=species:S:1:pos:R:3:forces:R:3:mulliken_charge:R:1 method="wB97M-V/def2-TZVPD" lumo_ha=0.03615 orbital_gap_ev=10.3 homo_ev=-9.32 relative_energy_kcal_mol=34.16 fmax_ev_per_a=1.6 spin_multiplicity=1
C 0.41475 -1.02792 1.42072 -0.866 -0.359 0.584 -0.842
N -0.43623 -1.18414 0.24343 0.446 0.168 -1.227 -0.446
C -0.05597 -0.18370 -0.77639 0.181 0.077 0.429 -0.749
C -0.37400 1.21483 -0.28979 -0.980 1.021 -0.811 -0.282
O 0.03748 2.22599 -1.23270 0.084 -0.576 0.304 -0.526
H -0.18753 -0.59240 2.22018 0.262 0.549 -0.035 0.249
H 0.66041 -1.99803 1.84421 0.386 -0.190 -0.256 0.353
H 1.29983 -0.43577 1.20333 0.262 -0.019 0.245 0.308
H -0.20554 -2.06353 -0.20103 -0.232 -0.240 0.216 0.260
H -0.62199 -0.30073 -1.70399 -0.322 -0.339 0.138 0.440
H 0.99014 -0.30581 -1.09508 0.177 0.284 0.337 0.359
H -0.02411 1.57538 0.66584 0.643 -0.489 0.290 0.326
H -1.46754 1.25736 -0.19946 -0.024 -0.064 0.022 0.251
H -0.02972 1.81848 -2.09927 -0.017 0.179 -0.235 0.299